Record 1
DFT (the ωB97M-V functional and the def2-TZVPD basis) results for 2 unconnected molecules or ions with the total composition C4H8N2O2 at a distorted geometry.

Output
HOMO-LUMO gap, eV: 9.28
HOMO energy, Ha: -0.3176
SMILES: C/C=[N+](/[O-])O.CC#N

The geometry in ORCA input format:
```
! wB97M-V def2-TZVPD RIJCOSX def2/J DEFGRID3
* xyz 0 1
C -1.929 -1.485 0.742
C -1.340 -0.134 0.735
N -1.039 0.603 -0.273
O -0.707 1.796 -0.309
O -1.227 0.037 -1.565
H -1.647 -2.108 -0.030
H -1.574 -2.081 1.587
H -3.002 -1.400 0.875
H -1.417 0.449 1.670
H -0.481 0.099 -2.173
C 3.649 0.083 1.285
C 2.939 -0.224 0.067
N 2.259 -0.394 -0.840
H 3.866 -1.039 1.664
H 4.578 0.558 1.095
H 2.950 0.456 1.897
*
```

=====

Record 2
DFT (the ωB97M-V functional and the def2-TZVPD basis) results for a single C4H8N2O2 molecule at a distorted geometry.

Output
HOMO-LUMO gap, eV: 9.78
HOMO energy, Ha: -0.3264
SMILES: CN1CCC(=O)N1O

The geometry in ORCA input format:
```
! wB97M-V def2-TZVPD RIJCOSX def2/J DEFGRID3
* xyz 0 1
C -1.339 1.298 -0.428
N -0.714 0.502 0.590
C -0.886 -0.940 0.477
C 0.428 -1.619 0.046
C 1.484 -0.536 -0.058
O 2.647 -0.667 -0.377
N 0.947 0.615 0.361
O 1.408 1.887 0.090
H -2.415 1.230 -0.260
H -1.034 2.333 -0.282
H -1.117 0.987 -1.459
H -1.687 -1.167 -0.233
H -1.187 -1.293 1.467
H 0.354 -2.091 -0.934
H 0.745 -2.378 0.760
H 2.364 1.838 0.241
*
```

=====

Record 3
DFT (the ωB97M-V functional and the def2-TZVPD basis) results for a single C4H8N2O3 molecule at a distorted geometry.

Output
HOMO-LUMO gap, eV: 9.00
HOMO energy, Ha: -0.3113
SMILES: C[C@@H](C(=O)O)/C(O)=N/N

The geometry in ORCA input format:
```
! wB97M-V def2-TZVPD RIJCOSX def2/J DEFGRID3
* xyz 0 1
C -0.399 -0.610 -1.818
C -0.547 0.311 -0.633
C -1.604 -0.142 0.355
O -2.200 -1.192 0.325
O -2.059 0.919 1.120
C 0.528 0.185 0.546
O 0.657 1.174 1.472
N 1.477 -0.568 0.165
N 2.659 -0.558 0.835
H -0.326 -1.641 -1.487
H -1.287 -0.523 -2.445
H 0.498 -0.363 -2.378
H -0.644 1.372 -0.881
H -2.827 0.618 1.630
H -0.203 1.613 1.566
H 2.863 0.271 1.386
H 3.416 -0.867 0.243
*
```

=====

Record 4
DFT (the ωB97M-V functional and the def2-TZVPD basis) results for a single C4H8N2O3S molecule at a distorted geometry.

Output
HOMO-LUMO gap, eV: 9.13
HOMO energy, Ha: -0.3710

The geometry in ORCA input format:
```
! wB97M-V def2-TZVPD RIJCOSX def2/J DEFGRID3
* xyz 0 1
C 0.478 0.313 0.800
C -1.304 0.257 -0.587
C -1.150 1.733 -0.130
C -0.594 -1.950 0.182
N -0.729 -0.544 0.421
N 0.201 1.623 0.597
O 1.688 -0.688 -1.095
O 2.655 -1.239 1.107
O 2.840 1.032 0.217
S 2.200 -0.241 0.216
H -2.343 -0.134 -0.651
H -0.699 0.100 -1.502
H -1.090 2.507 -1.029
H -1.941 1.903 0.609
H 0.463 -2.184 0.517
H -1.255 -2.492 0.849
H -0.443 -2.098 -0.827
H 1.022 2.102 0.305
*
```

=====

Record 5
DFT (the ωB97M-V functional and the def2-TZVPD basis) results for 2 unconnected molecules or ions with the total composition C4H8N2O5 at a distorted geometry.

Output
HOMO-LUMO gap, eV: 8.00
HOMO energy, Ha: -0.2694

The geometry in ORCA input format:
```
! wB97M-V def2-TZVPD RIJCOSX def2/J DEFGRID3
* xyz 0 1
C 1.395 0.405 0.424
C -1.736 0.698 0.104
C 0.862 -0.805 -0.346
C -0.501 -1.236 0.148
N 1.243 0.609 1.730
N -1.271 1.462 -0.839
O 1.833 1.273 -0.296
O -2.749 0.635 0.735
O 0.826 -0.546 -1.745
O -1.188 -2.059 -0.696
O -0.420 -1.661 1.468
H 1.555 -1.616 -0.065
H 0.979 -0.184 2.406
H 1.654 1.367 2.120
H -0.247 1.498 -1.188
H -1.895 2.189 -1.151
H 1.310 0.258 -1.894
H -1.147 -1.721 -1.589
H -1.040 -2.370 1.503
*
```

=====

Record 6
DFT (the ωB97M-V functional and the def2-TZVPD basis) results for a single C4H8N2OS molecule at a distorted geometry.

Output
HOMO-LUMO gap, eV: 9.77
HOMO energy, Ha: -0.3343
SMILES: OC[C@H]1CN1/C=N\S

The geometry in ORCA input format:
```
! wB97M-V def2-TZVPD RIJCOSX def2/J DEFGRID3
* xyz 0 1
O 2.798 -1.080 -0.134
C 1.984 0.052 -0.450
C 0.549 -0.173 -0.035
C 0.057 0.174 1.324
N -0.224 1.069 0.167
C -1.533 1.204 -0.345
N -2.549 0.459 -0.477
S -2.589 -1.179 0.039
H 2.598 -1.801 -0.785
H 2.035 0.300 -1.546
H 2.447 0.923 0.153
H 0.036 -0.990 -0.570
H -0.750 -0.446 1.700
H 0.692 0.623 2.099
H -1.696 2.238 -0.756
H -3.854 -1.372 -0.382
*
```

=====

Record 7
DFT (the ωB97M-V functional and the def2-TZVPD basis) results for a single C4H8N2OS molecule at a distorted geometry.

Output
HOMO-LUMO gap, eV: 9.86
HOMO energy, Ha: -0.3440
SMILES: NC[C@@]1(N)CSC1=O

The geometry in ORCA input format:
```
! wB97M-V def2-TZVPD RIJCOSX def2/J DEFGRID3
* xyz 0 1
N 0.414 0.602 1.798
C -0.802 0.583 0.935
C -0.335 -0.050 -0.363
N -1.375 -0.211 -1.542
C 1.063 0.564 -0.764
S 2.083 -0.912 -0.530
C 0.427 -1.446 -0.009
O -0.116 -2.527 0.260
H 0.937 -0.270 2.109
H 1.145 1.079 1.348
H -1.603 -0.034 1.502
H -1.164 1.614 0.840
H -0.908 -0.493 -2.359
H -2.016 -1.013 -1.234
H 1.261 1.575 -0.263
H 0.990 0.938 -1.728
*
```

=====

Record 8
DFT (the ωB97M-V functional and the def2-TZVPD basis) results for a molecular structure, C4H8N2OS at a distorted geometry.

Output
HOMO-LUMO gap, eV: 8.88
HOMO energy, Ha: -0.3333

The geometry in ORCA input format:
```
! wB97M-V def2-TZVPD RIJCOSX def2/J DEFGRID3
* xyz 0 1
C 1.989 0.500 1.035
C 1.078 0.185 -1.084
C -1.500 0.245 -1.475
C -1.326 -1.032 1.260
H 2.268 -0.487 1.556
H 1.051 1.064 1.269
H 2.723 1.388 1.487
H 1.137 -0.008 -2.141
H -2.205 -0.598 -0.605
H -1.911 1.559 -1.621
H -1.210 -0.358 -2.624
H -1.485 -2.022 1.844
N 2.158 0.349 -0.433
N -0.259 0.038 -0.503
O -0.459 -1.147 0.187
S -2.049 0.323 1.847
*
```

=====

Record 9
DFT (the ωB97M-V functional and the def2-TZVPD basis) results for a single C4H8N2OS molecule at a distorted geometry.

Output
HOMO-LUMO gap, eV: 9.25
HOMO energy, Ha: -0.3225
SMILES: NCC1=NSC[C@@H]1O

The geometry in ORCA input format:
```
! wB97M-V def2-TZVPD RIJCOSX def2/J DEFGRID3
* xyz 0 1
N -1.169 1.451 -1.932
C -0.525 0.139 -1.582
C -0.340 0.023 -0.212
N -0.692 1.021 0.551
S -0.337 0.874 2.343
C 0.211 -0.721 1.994
C 0.561 -0.985 0.492
O 1.813 -0.778 -0.010
H -0.416 2.091 -1.707
H -1.850 1.575 -1.111
H -0.923 -0.773 -2.149
H 0.682 0.448 -2.052
H -0.524 -1.460 2.445
H 1.100 -1.091 2.655
H 0.366 -2.023 0.352
H 2.043 0.211 -0.076
*
```

=====

Record 10
DFT (the ωB97M-V functional and the def2-TZVPD basis) results for a single C4H8N2OS molecule at a distorted geometry.

Output
HOMO-LUMO gap, eV: 10.57
HOMO energy, Ha: -0.3816
SMILES: CCC[S@H](=O)=NC#N

The geometry in ORCA input format:
```
! wB97M-V def2-TZVPD RIJCOSX def2/J DEFGRID3
* xyz 0 1
C -2.172 -0.180 0.786
C -0.673 -0.442 0.464
C -0.244 0.133 -0.898
S 1.550 -0.297 -1.100
O 1.833 -1.572 -1.635
N 2.496 -0.051 0.096
C 2.231 0.935 1.052
N 2.135 1.715 1.871
H -2.473 0.671 0.297
H -2.767 -0.953 0.358
H -2.260 -0.068 1.802
H -0.472 -1.511 0.676
H -0.165 0.179 1.047
H -0.782 -0.079 -1.774
H -0.081 1.186 -0.709
H 1.843 0.335 -2.333
*
```

=====

Record 11
DFT (the ωB97M-V functional and the def2-TZVPD basis) results for 2 unconnected molecules or ions with the total composition C4H8N2OS at a distorted geometry.

Output
⟨S²⟩: 2.01
HOMO-LUMO gap (spin up / spin down), eV: 8.78 / 6.09
HOMO energy (spin up / spin down), Ha: -0.2995 / -0.2992

The geometry in ORCA input format:
```
! wB97M-V def2-TZVPD RIJCOSX def2/J DEFGRID3
* xyz 0 3
C 2.567 0.541 -0.581
C 0.382 0.658 0.529
C -1.075 1.013 0.692
C 1.235 1.137 -0.435
N 0.691 -0.309 1.360
N -1.471 -2.135 1.346
O 2.958 -0.398 0.118
S -1.341 -2.903 -0.004
H 3.362 0.911 -1.358
H -1.718 0.294 1.174
H -1.447 1.440 -0.242
H -1.061 1.923 1.237
H 0.994 1.867 -1.076
H 1.654 -0.473 1.485
H -2.131 -2.612 1.956
H 0.028 -0.750 1.898
*
```

=====

Record 12
DFT (the ωB97M-V functional and the def2-TZVPD basis) results for a gas-phase ion, C4H8N2P (charge +1) at a distorted geometry.

Output
HOMO-LUMO gap, eV: 7.95
HOMO energy, Ha: -0.4667

The geometry in ORCA input format:
```
! wB97M-V def2-TZVPD RIJCOSX def2/J DEFGRID3
* xyz 1 1
C 0.134 0.429 1.477
C -0.850 -0.404 0.912
C 1.112 0.272 -0.656
C 1.587 0.355 -1.957
N -0.672 -0.741 -0.346
N 1.172 0.593 0.587
P -2.316 -1.146 1.827
H 0.093 0.835 2.403
H 2.706 0.487 -2.160
H 1.217 -0.430 -2.556
H 1.072 1.281 -2.382
H -1.169 -1.320 -0.931
H 1.869 1.177 1.033
H -2.927 -1.404 0.669
H -3.028 0.016 2.080
*
```

=====

Record 13
DFT (the ωB97M-V functional and the def2-TZVPD basis) results for a single C4H8N2S molecule at a distorted geometry.

Output
HOMO-LUMO gap, eV: 9.17
HOMO energy, Ha: -0.3086
SMILES: C[C@H]1CN1NC=S

The geometry in ORCA input format:
```
! wB97M-V def2-TZVPD RIJCOSX def2/J DEFGRID3
* xyz 0 1
C 1.379 1.262 0.223
C 1.262 -0.128 -0.302
C 0.643 -1.271 0.378
N 0.007 -0.619 -0.829
N -1.135 0.189 -0.477
C -2.256 -0.410 -0.045
S -3.775 0.185 -0.006
H 0.400 1.595 0.733
H 1.511 1.989 -0.568
H 2.179 1.295 0.987
H 2.028 -0.369 -1.005
H 0.951 -2.284 0.213
H 0.208 -1.005 1.365
H -1.293 0.913 -1.127
H -2.109 -1.342 0.460
*
```

=====

Record 14
DFT (the ωB97M-V functional and the def2-TZVPD basis) results for a single C4H8N2S molecule at a distorted geometry.

Output
HOMO-LUMO gap, eV: 9.67
HOMO energy, Ha: -0.3221
SMILES: CS/C=N/N1CC1

The geometry in ORCA input format:
```
! wB97M-V def2-TZVPD RIJCOSX def2/J DEFGRID3
* xyz 0 1
C -2.605 0.983 -0.026
S -2.675 -0.833 0.073
C -0.971 -1.223 -0.060
N -0.047 -0.346 0.007
N 1.265 -0.911 0.059
C 2.140 -0.012 -0.687
C 2.154 -0.001 0.735
H -2.140 1.385 0.894
H -2.125 1.273 -0.901
H -3.659 1.310 -0.010
H -0.609 -2.261 -0.242
H 2.952 -0.505 -1.229
H 1.691 0.836 -1.220
H 1.706 0.813 1.274
H 2.922 -0.507 1.332
*
```

=====

Record 15
DFT (the ωB97M-V functional and the def2-TZVPD basis) results for a single C4H8N2S molecule at a distorted geometry.

Output
HOMO-LUMO gap, eV: 8.42
HOMO energy, Ha: -0.3218
SMILES: C=S(C)(C)=NC#N

The geometry in ORCA input format:
```
! wB97M-V def2-TZVPD RIJCOSX def2/J DEFGRID3
* xyz 0 1
C 1.515 0.932 -1.098
S 0.175 0.291 -0.335
C 0.720 0.426 1.356
C -0.601 -1.773 -0.093
N -0.973 1.245 -0.786
C -2.171 1.225 -0.455
N -3.236 1.157 -0.062
H 2.408 0.328 -0.890
H 1.490 1.020 -2.167
H 1.608 -0.201 1.254
H 1.033 1.556 1.461
H 0.063 -0.177 1.917
H -1.112 -1.624 0.919
H -1.184 -2.061 -1.000
H 0.265 -2.345 -0.020
*
```

=====

Record 16
DFT (the ωB97M-V functional and the def2-TZVPD basis) results for a single C4H8N2S molecule at a distorted geometry.

Output
HOMO-LUMO gap, eV: 9.68
HOMO energy, Ha: -0.3215
SMILES: N/N=C\[C@@H]1C[C@H]1S

The geometry in ORCA input format:
```
! wB97M-V def2-TZVPD RIJCOSX def2/J DEFGRID3
* xyz 0 1
N -2.381 0.563 0.257
N -2.076 -0.662 -0.112
C -0.934 -1.218 0.043
C 0.245 -0.472 0.594
C 0.475 0.823 -0.257
C 1.407 -0.445 -0.358
S 3.090 -0.203 0.242
H -1.961 1.046 0.984
H -3.477 0.639 0.049
H -0.778 -2.227 -0.253
H 0.601 -0.484 1.694
H 1.023 1.727 0.150
H -0.198 0.821 -1.145
H 1.413 -0.824 -1.383
H 3.548 0.915 -0.506
*
```

=====

Energy relative to the best compared isomer or geometry (same formula, charge and spin), record by record: 5.844, 4.484, 2.516, 2.324, 1.782, 2.813, 2.067, 7.496, 3.204, 4.138, 0.000, 3.874, 3.042, 3.195, 6.700, 3.841 eV